1.
DFT (ωB97M-V/def2-TZVPD) results for an isolated molecule of C4H9N3.

Computed properties:
molecular weight	99.14	Da
LUMO energy	0.5	eV
strongest force on any atom	0.017	Eh/bohr

Each line ends with the Löwdin charge.
Atoms and positions in Å:
N  0.72  0.60  -0.55  0.15
C  0.69  -0.68  -0.82  -0.41
C  -0.43  0.66  0.56  -0.54
N  1.50  -1.36  -1.64  0.17
N  0.12  0.76  1.86  0.06
C  -0.31  -1.17  0.13  -0.02
C  -1.47  1.50  0.19  -0.07
H  1.08  1.36  -1.13  0.14
H  2.20  -0.89  -2.20  0.11
H  1.33  -2.33  -1.81  0.11
H  -0.25  1.56  2.36  0.07
H  0.04  -0.08  2.41  0.07
H  -2.14  1.86  0.96  0.01
H  -1.81  1.54  -0.83  0.01
H  0.02  -1.99  0.78  0.07
H  -1.30  -1.36  -0.27  0.09

=====

2.
DFT (ωB97M-V/def2-TZVPD) results for the ion C4H9N3 with charge +2.

Computed properties:
molecular weight	99.14	Da
LUMO energy (alpha / beta)	-10.7 / -10.7	eV
strongest force on any atom	0.088	Eh/bohr
SMILES string	C=[N+](C)C#[N+]NC
total charge	+2

Each line ends with the Löwdin charge.
Atoms and positions in Å:
C  -2.26  1.38  -0.11  0.32
N  -1.57  0.33  0.14  -0.10
C  -1.94  -1.06  0.40  0.07
C  -0.26  0.47  0.44  0.10
N  0.82  0.78  0.05  0.19
N  2.06  0.76  -0.07  0.01
C  2.73  -0.47  -0.07  -0.02
H  -1.79  2.31  -0.12  0.14
H  -3.34  1.17  -0.04  0.17
H  -1.76  -1.39  1.42  0.13
H  -2.96  -1.21  0.08  0.13
H  -1.24  -1.77  -0.18  0.16
H  2.58  1.69  0.08  0.25
H  3.50  -0.62  -0.90  0.14
H  3.32  -0.60  0.94  0.17
H  1.85  -1.23  -0.35  0.15

=====

3.
DFT (ωB97M-V/def2-TZVPD) results for the ion C4H9N3 with charge +2.

Computed properties:
molecular weight	99.14	Da
LUMO energy	-10.3	eV
strongest force on any atom	0.233	Eh/bohr
SMILES string	C=C[N@@H+](C)N=C=[NH2+]
total charge	+2

Each line ends with the Löwdin charge.
Atoms and positions in Å:
C  1.02  0.78  2.10  0.12
C  0.23  0.04  1.34  -0.09
N  0.54  0.07  -0.14  -0.14
C  1.52  -1.06  -0.37  0.05
N  -0.42  0.03  -1.11  0.21
C  -1.74  0.18  -1.36  0.14
N  -2.93  0.31  -1.72  0.32
H  0.96  0.65  3.22  0.13
H  1.68  1.55  1.70  0.10
H  -0.54  -0.59  1.81  0.15
H  1.04  1.01  -0.36  0.25
H  1.26  -1.92  0.14  0.09
H  1.85  -1.25  -1.38  0.12
H  2.52  -0.67  0.05  0.16
H  -3.45  1.23  -1.92  0.25
H  -3.55  -0.36  -2.00  0.14

=====

4.
DFT (ωB97M-V/def2-TZVPD) results for a cluster of 2 separate species, C4H9N3 in total.

Computed properties:
molecular weight	99.14	Da
LUMO energy	-8.4	eV
strongest force on any atom	0.103	Eh/bohr
total charge	+2

Each line ends with the Löwdin charge.
Atoms and positions in Å:
C  2.11  -1.63  -0.43  -0.03
C  -2.15  -0.76  -1.07  0.19
C  1.70  0.61  0.58  -0.06
C  -2.41  1.17  0.42  0.21
N  1.90  -0.43  0.14  0.14
N  1.24  1.71  1.05  0.20
N  -2.21  0.24  -0.38  0.05
H  1.50  -1.88  -1.39  0.16
H  1.77  -2.41  0.35  0.16
H  -2.58  -0.76  -2.07  0.15
H  -1.77  -1.60  -0.56  0.13
H  -3.23  1.22  1.15  0.17
H  -1.56  1.76  0.40  0.08
H  3.13  -1.80  -0.51  0.09
H  1.45  2.02  1.97  0.15
H  1.09  2.53  0.36  0.20

=====

5.
DFT (ωB97M-V/def2-TZVPD) results for an isolated molecule of C4H9N3O.

Computed properties:
molecular weight	115.14	Da
LUMO energy	0.4	eV
strongest force on any atom	0.157	Eh/bohr
SMILES string	O=NN1CCNCC1

Each line ends with the Löwdin charge.
Atoms and positions in Å:
O  1.23  -2.54  -0.79  -0.12
N  0.23  -2.43  0.06  0.04
N  -0.28  -1.23  -0.21  -0.18
C  -0.65  -0.64  0.99  -0.20
C  0.30  0.60  1.23  -0.15
N  0.22  1.65  0.06  -0.09
C  -0.25  1.07  -1.20  -0.24
C  0.34  -0.27  -1.16  -0.17
H  -1.70  -0.71  1.15  0.10
H  -0.63  -1.43  1.80  0.13
H  0.20  1.23  2.29  0.15
H  1.29  0.45  1.70  0.10
H  -0.53  2.43  0.39  0.15
H  -1.20  0.88  -1.05  0.06
H  -0.05  1.80  -1.91  0.11
H  0.05  -0.69  -2.25  0.17
H  1.44  -0.16  -1.10  0.13

=====

6.
DFT (ωB97M-V/def2-TZVPD) results for a cluster of 2 separate species, C4H9N3O in total.

Computed properties:
molecular weight	115.14	Da
LUMO energy	1.0	eV
strongest force on any atom	0.104	Eh/bohr
SMILES string	C1CNN=N1.C=CO

Each line ends with the Löwdin charge.
Atoms and positions in Å:
C  -0.72  -1.04  1.84  -0.15
C  0.76  -1.22  1.35  -0.18
N  0.52  -1.23  -0.03  -0.08
N  -0.78  -0.95  -0.38  -0.02
N  -1.50  -0.84  0.61  -0.03
H  -0.83  -0.22  2.49  0.08
H  -1.05  -1.95  2.33  0.10
H  1.30  -0.29  1.46  0.10
H  1.33  -2.13  1.60  0.12
H  1.15  -1.18  -0.80  0.12
C  0.03  1.23  -2.48  -0.02
C  0.23  2.12  -1.49  -0.36
O  -0.66  2.33  -0.62  0.05
H  -0.89  0.87  -2.66  0.01
H  0.87  1.12  -3.22  0.07
H  1.24  2.42  -1.18  0.12
H  -1.45  1.99  -0.97  0.09

=====

7.
DFT (ωB97M-V/def2-TZVPD) results for a cluster of 2 separate species, C4H9N3O in total.

Computed properties:
molecular weight	115.14	Da
LUMO energy	-0.3	eV
strongest force on any atom	0.067	Eh/bohr
SMILES string	[H]/N=N/C(C)=O.[H]/N=C/C

Each line ends with the Löwdin charge.
Atoms and positions in Å:
H  0.43  1.99  -1.78  0.08
N  -0.30  1.27  -1.90  0.13
N  -0.90  1.03  -0.84  0.02
C  -1.96  0.11  -1.03  -0.51
C  -1.88  -1.12  -0.17  -0.01
O  -2.97  0.35  -1.68  0.09
H  -2.03  -0.85  0.88  0.09
H  -0.92  -1.61  -0.30  0.06
H  -2.65  -1.84  -0.47  0.09
H  3.13  -0.47  -0.81  0.04
N  2.95  -0.02  0.10  0.07
C  1.70  -0.10  0.40  -0.33
C  1.20  0.40  1.71  -0.10
H  1.00  -0.73  -0.23  0.08
H  1.62  -0.20  2.52  0.08
H  1.48  1.45  1.85  0.08
H  0.11  0.33  1.74  0.04

=====

8.
DFT (ωB97M-V/def2-TZVPD) results for an isolated molecule of C4H9N3O.

Computed properties:
molecular weight	115.14	Da
LUMO energy	0.9	eV
strongest force on any atom	0.024	Eh/bohr

Each line ends with the Löwdin charge.
Atoms and positions in Å:
C  -2.19  -0.16  0.18  -0.09
C  0.50  -1.81  -0.43  -0.01
C  0.02  0.84  0.15  -0.37
C  0.56  -0.46  0.21  -0.42
N  0.11  2.02  -0.45  0.19
O  2.59  0.60  0.18  -0.13
N  1.58  -0.02  1.06  0.03
N  -0.90  0.11  0.83  0.03
H  3.17  1.01  0.83  0.07
H  1.01  2.23  -0.86  0.10
H  -0.39  2.80  -0.04  0.11
H  -2.61  -1.06  0.64  0.08
H  -2.87  0.67  0.37  0.08
H  -2.11  -0.31  -0.90  0.08
H  0.55  -2.58  0.34  0.09
H  1.37  -1.92  -1.08  0.08
H  -0.39  -1.95  -1.04  0.07

=====

9.
DFT (ωB97M-V/def2-TZVPD) results for a cluster of 2 separate species, C4H9N3O in total.

Computed properties:
molecular weight	115.14	Da
LUMO energy	0.9	eV
strongest force on any atom	0.085	Eh/bohr
SMILES string	CC(=O)N(C)N.C#N

Each line ends with the Löwdin charge.
Atoms and positions in Å:
C  1.64  -0.31  -1.56  -0.01
C  0.68  -1.10  -0.69  -0.52
O  0.86  -2.27  -0.42  0.04
N  -0.44  -0.45  -0.26  -0.14
C  -1.22  -0.98  0.81  -0.05
N  -0.66  1.01  -0.46  0.00
H  2.02  0.55  -1.01  0.08
H  2.46  -0.96  -1.83  0.08
H  1.15  0.04  -2.47  0.08
H  -2.28  -1.03  0.53  0.09
H  -0.84  -1.96  1.07  0.09
H  -1.13  -0.31  1.69  0.05
H  -1.59  1.11  -0.88  0.10
H  0.03  1.39  -1.09  0.06
C  -0.35  1.71  2.17  -0.07
N  0.31  1.86  1.22  0.06
H  -0.65  1.70  3.20  0.06

=====

10.
DFT (ωB97M-V/def2-TZVPD) results for an isolated molecule of C4H9N3O.

Computed properties:
molecular weight	115.14	Da
LUMO energy	0.8	eV
strongest force on any atom	0.119	Eh/bohr
SMILES string	[H]/N=C\N/N=C\COC

Each line ends with the Löwdin charge.
Atoms and positions in Å:
H  -3.51  0.02  1.23  0.08
N  -3.35  -0.76  0.41  -0.02
C  -2.23  -0.41  -0.33  -0.24
N  -1.45  0.63  0.30  -0.10
N  -0.39  1.34  -0.37  -0.02
C  0.56  0.61  -0.65  -0.21
C  1.05  -0.89  -0.26  -0.12
O  2.57  -0.72  -0.22  -0.21
C  2.61  0.21  0.78  -0.22
H  -1.94  -0.92  -1.32  0.13
H  -1.92  1.60  0.75  0.20
H  1.53  1.23  -1.12  0.18
H  0.81  -1.55  0.66  0.14
H  0.63  -1.53  -1.12  0.12
H  2.02  1.03  0.41  0.02
H  3.82  0.56  0.91  0.16
H  2.39  -0.29  1.74  0.09

=====

Repeat the first record exactly.
DFT (ωB97M-V/def2-TZVPD) results for an isolated molecule of C4H9N3.

Computed properties:
molecular weight	99.14	Da
LUMO energy	0.5	eV
strongest force on any atom	0.017	Eh/bohr

Each line ends with the Löwdin charge.
Atoms and positions in Å:
N  0.72  0.60  -0.55  0.15
C  0.69  -0.68  -0.82  -0.41
C  -0.43  0.66  0.56  -0.54
N  1.50  -1.36  -1.64  0.17
N  0.12  0.76  1.86  0.06
C  -0.31  -1.17  0.13  -0.02
C  -1.47  1.50  0.19  -0.07
H  1.08  1.36  -1.13  0.14
H  2.20  -0.89  -2.20  0.11
H  1.33  -2.33  -1.81  0.11
H  -0.25  1.56  2.36  0.07
H  0.04  -0.08  2.41  0.07
H  -2.14  1.86  0.96  0.01
H  -1.81  1.54  -0.83  0.01
H  0.02  -1.99  0.78  0.07
H  -1.30  -1.36  -0.27  0.09